Density functional theory data (ωB97M-V/def2-TZVPD) for a cluster of 8 separate species, C46H110N6O14 in total.

## Properties
spin multiplicity = 1
orbital gap = 8.4 eV
E_LUMO = 0.56 eV
SMILES = CC1(C)CCCC(C)(C)N1O.CC1(C)CCCC(C)(C)N1O.COCCNCCOC.COCCNCCOC.COCCNCCOC.COCCNCCOC.OCCO.OCCO

```
176
C46H110N6O14 ωB97M-V/def2-TZVPD
C -36.583 17.875 -13.192
C -35.832 16.842 -12.354
C -35.640 17.382 -10.942
C -36.748 15.615 -12.194
C -36.660 14.613 -13.346
C -35.230 14.324 -13.755
C -34.430 15.570 -14.064
C -32.974 15.123 -14.206
C -34.867 16.143 -15.403
N -34.513 16.473 -12.913
O -33.776 17.654 -13.244
H -37.452 18.272 -12.669
H -35.875 18.676 -13.429
H -36.909 17.529 -14.174
H -36.611 17.754 -10.607
H -35.271 16.598 -10.285
H -34.937 18.218 -10.938
H -36.471 15.026 -11.312
H -37.779 15.957 -12.117
H -37.224 13.704 -13.138
H -37.170 15.064 -14.211
H -35.334 13.615 -14.582
H -34.780 13.733 -12.946
H -32.544 14.649 -13.322
H -32.323 15.942 -14.521
H -32.922 14.347 -14.979
H -34.400 17.099 -15.638
H -35.944 16.305 -15.496
H -34.672 15.423 -16.203
H -32.934 17.501 -12.762
C -37.889 19.732 -6.877
C -36.980 18.602 -6.394
C -37.577 18.030 -5.108
C -36.956 17.544 -7.485
C -35.824 16.531 -7.285
C -34.476 17.221 -7.182
C -34.417 18.373 -6.179
C -34.207 17.853 -4.755
C -33.217 19.254 -6.538
N -35.639 19.177 -6.255
O -35.599 20.224 -5.311
H -38.946 19.496 -7.016
H -37.872 20.635 -6.261
H -37.496 20.083 -7.842
H -38.577 17.619 -5.284
H -37.013 17.186 -4.703
H -37.660 18.754 -4.298
H -37.919 17.037 -7.557
H -36.774 18.016 -8.460
H -36.046 16.022 -6.342
H -35.845 15.822 -8.115
H -34.006 17.480 -8.135
H -33.772 16.470 -6.791
H -33.253 17.326 -4.650
H -34.969 17.138 -4.441
H -34.247 18.674 -4.041
H -33.461 19.912 -7.370
H -32.343 18.656 -6.801
H -32.967 19.872 -5.671
H -35.599 21.058 -5.871
C -37.112 28.950 -12.867
O -37.288 27.571 -13.049
C -36.533 26.803 -12.149
C -36.007 25.542 -12.816
N -35.117 25.762 -13.939
C -33.897 26.509 -13.654
C -32.907 25.868 -12.698
O -32.294 24.702 -13.153
C -33.134 23.594 -13.303
H -37.655 29.482 -13.645
H -36.060 29.244 -12.961
H -37.520 29.245 -11.893
H -37.196 26.504 -11.323
H -35.719 27.401 -11.725
H -36.869 24.953 -13.132
H -35.466 24.997 -12.037
H -35.610 26.211 -14.700
H -34.137 27.538 -13.325
H -33.372 26.692 -14.598
H -33.386 25.666 -11.730
H -32.121 26.610 -12.573
H -33.549 23.245 -12.339
H -32.558 22.772 -13.725
H -34.018 23.789 -13.911
C -36.969 20.916 -10.671
O -36.343 21.785 -9.732
C -35.171 21.229 -9.172
C -34.591 22.251 -8.229
N -35.472 22.416 -7.053
C -35.134 23.562 -6.221
C -33.797 23.397 -5.540
O -32.793 24.007 -6.319
C -31.514 23.544 -6.022
H -37.700 21.556 -11.181
H -37.526 20.131 -10.149
H -36.322 20.557 -11.479
H -34.446 20.973 -9.940
H -35.445 20.348 -8.566
H -34.546 23.207 -8.785
H -33.581 21.984 -7.914
H -36.425 22.404 -7.405
H -35.883 23.510 -5.423
H -35.191 24.525 -6.742
H -33.579 22.326 -5.437
H -33.835 23.898 -4.566
H -30.781 23.909 -6.735
H -31.490 22.451 -5.934
H -31.156 23.963 -5.062
C -27.408 20.451 -10.011
O -27.287 19.810 -11.229
C -27.412 18.424 -11.075
C -27.523 17.691 -12.363
N -28.797 17.953 -12.995
C -29.030 17.360 -14.288
C -29.132 15.841 -14.247
O -29.276 15.399 -15.568
C -28.884 14.072 -15.717
H -27.411 21.525 -10.184
H -26.488 20.315 -9.416
H -28.285 20.098 -9.467
H -28.334 18.233 -10.513
H -26.508 18.067 -10.568
H -27.403 16.633 -12.114
H -26.715 17.898 -13.090
H -29.134 18.910 -12.953
H -28.171 17.495 -14.979
H -29.906 17.833 -14.730
H -29.957 15.475 -13.611
H -28.233 15.407 -13.782
H -29.526 13.409 -15.122
H -27.809 13.946 -15.574
H -29.111 13.754 -16.740
C -30.793 7.185 -12.536
O -31.031 8.558 -12.256
C -29.963 9.171 -11.594
C -30.206 10.679 -11.642
N -28.976 11.377 -11.180
C -29.141 12.816 -11.236
C -27.930 13.518 -10.615
O -28.115 14.892 -10.500
C -29.208 15.381 -9.773
H -29.784 7.001 -12.917
H -31.502 6.896 -13.311
H -30.984 6.599 -11.630
H -29.011 8.947 -12.097
H -29.888 8.871 -10.542
H -31.029 10.925 -10.973
H -30.422 10.924 -12.692
H -28.287 11.087 -11.874
H -30.038 13.058 -10.663
H -29.231 13.239 -12.252
H -27.039 13.351 -11.218
H -27.779 13.085 -9.615
H -30.099 15.576 -10.384
H -28.870 16.313 -9.327
H -29.561 14.676 -9.007
O -30.634 20.234 -13.047
C -31.684 20.148 -12.055
C -31.340 19.078 -11.058
O -31.329 17.809 -11.669
H -31.093 20.284 -13.902
H -31.733 21.101 -11.516
H -32.621 19.857 -12.538
H -32.119 19.005 -10.289
H -30.401 19.245 -10.517
H -30.454 17.631 -12.095
O -31.995 20.081 -15.535
C -32.280 19.115 -16.567
C -31.158 19.044 -17.573
O -31.275 20.171 -18.440
H -32.366 20.923 -15.827
H -32.462 18.187 -16.013
H -33.228 19.306 -17.079
H -31.330 18.144 -18.169
H -30.201 19.023 -17.057
H -30.540 20.762 -18.252
```

Density functional theory data (ωB97M-V/def2-TZVPD) for a structure of composition C45H49BI2N5O6Zr.

## Properties
spin multiplicity = 1
orbital gap = 7.7 eV
charge = -1
E_LUMO = 2.21 eV

```
109
C45H49BI2N5O6Zr ωB97M-V/def2-TZVPD
Zr -0.671 0.246 0.385
C -3.296 3.263 2.828
C -3.048 3.714 1.417
C -3.970 4.563 0.813
C -3.759 5.081 -0.454
C -2.585 4.773 -1.120
C -1.642 3.926 -0.550
C -0.336 3.694 -1.254
C -1.895 3.353 0.700
N -0.987 2.384 1.228
C -0.332 2.764 2.340
O -0.270 3.884 2.846
C 0.424 1.638 2.993
C 1.275 1.836 4.066
C 2.016 0.759 4.522
C 1.890 -0.478 3.902
C 0.988 -0.599 2.864
N 0.268 0.441 2.445
C 0.724 -1.905 2.160
O 1.283 -2.916 2.556
N -0.192 -1.782 1.168
C -0.786 -3.015 0.776
C -0.782 -3.483 -0.540
C -0.193 -2.775 -1.746
C -1.308 -4.747 -0.812
C -1.901 -5.513 0.165
C -1.968 -5.014 1.456
C -1.410 -3.790 1.783
C -1.465 -3.356 3.221
H -4.362 3.298 3.054
H -2.764 3.918 3.520
H -2.949 2.245 2.995
H -4.873 4.817 1.358
H -4.497 5.728 -0.912
H -2.386 5.192 -2.099
H -0.339 4.166 -2.236
H -0.119 2.637 -1.403
H 0.493 4.112 -0.674
H 1.349 2.829 4.486
H 2.704 0.883 5.349
H 2.453 -1.351 4.200
H 0.696 -3.363 -1.985
H 0.093 -0.800 -2.340
H -0.836 -1.843 -3.544
H -1.258 -5.129 -1.821
H -2.315 -6.483 -0.077
H -2.450 -5.590 2.238
H -2.354 -3.773 3.696
H -1.516 -2.274 3.316
H -0.580 -3.709 3.754
N 1.735 0.339 -3.148
C 2.536 -0.485 -2.266
C 1.718 -1.377 -1.346
O 2.263 -2.123 -0.575
O 1.095 0.988 -0.254
H 2.278 0.661 -3.938
H 1.401 1.162 -2.658
H 3.252 0.053 -1.640
H 3.112 -1.193 -2.870
I -1.908 1.002 -3.332
C -2.320 0.603 -1.227
I -3.252 -0.319 1.769
H -3.034 -0.212 -1.295
H -2.897 1.484 -0.939
C 4.061 4.569 -1.183
C 3.840 3.247 -0.473
C 5.042 2.331 -0.673
O 2.706 2.587 -1.065
B 2.044 1.909 -0.047
O 2.535 2.259 1.197
C 3.419 3.378 1.028
C 4.560 3.241 2.022
C 2.618 4.638 1.326
H 4.345 4.384 -2.219
H 4.863 5.134 -0.702
H 3.156 5.174 -1.179
H 5.165 2.143 -1.741
H 4.889 1.373 -0.173
H 5.960 2.780 -0.292
H 5.041 2.268 1.945
H 4.164 3.348 3.032
H 5.307 4.022 1.863
H 1.804 4.775 0.612
H 3.254 5.525 1.308
H 2.160 4.542 2.311
N 0.312 -1.387 -1.532
C -1.066 -2.795 -3.055
C -0.511 -3.838 -4.025
C 0.706 -3.563 -4.647
C 1.293 -4.472 -5.513
C 0.665 -5.680 -5.781
C -0.552 -5.961 -5.179
C -1.136 -5.047 -4.312
C -2.588 -2.790 -2.959
C -3.311 -2.674 -1.777
C -4.697 -2.570 -1.792
C -5.391 -2.582 -2.989
C -4.683 -2.689 -4.180
C -3.303 -2.788 -4.160
H 1.193 -2.613 -4.449
H 2.239 -4.233 -5.983
H 1.119 -6.394 -6.457
H -1.055 -6.898 -5.384
H -2.095 -5.274 -3.863
H -2.815 -2.649 -0.817
H -5.221 -2.461 -0.851
H -6.470 -2.496 -2.999
H -5.205 -2.680 -5.129
H -2.766 -2.845 -5.099
```

Density functional theory data (ωB97M-V/def2-TZVPD) for a cluster of 2 separate species, CH3BrOS in total.

## Properties
spin multiplicity = 1
orbital gap (spin up / spin down) = 7.8 / 7.8 eV
E_LUMO (spin up / spin down) = -1.39 / -1.39 eV
SMILES = CBr.O=S

```
7
CH3BrOS ωB97M-V/def2-TZVPD
C 1.398 0.250 -0.052
Br 0.056 1.562 0.117
H 1.661 -0.302 0.815
H 2.303 0.445 -0.576
H 1.009 -0.503 -0.781
O -2.699 -1.135 0.550
S -3.728 -0.317 -0.073
```

Density functional theory data (ωB97M-V/def2-TZVPD) for an isolated molecule of C4H8B2.

## Properties
spin multiplicity = 1
orbital gap = 7.3 eV
E_LUMO = -1.21 eV

```
14
C4H8B2 ωB97M-V/def2-TZVPD
B -0.717 0.601 -0.074
B 0.552 -0.739 0.340
C -3.322 -0.238 -0.036
C 2.779 0.639 0.035
C -2.084 0.209 0.037
C 2.069 -0.488 -0.073
H 0.098 0.062 1.186
H -0.406 1.565 -0.446
H 0.088 -1.812 0.033
H 2.411 -1.256 -0.751
H -3.797 -1.092 -0.778
H -4.177 0.365 0.244
H 2.723 1.509 0.658
H 3.781 0.676 -0.374
```

Density functional theory data (ωB97M-V/def2-TZVPD) for a cluster of 7 separate species, C38H51ClF7INO21S in total.

## Properties
spin multiplicity = 1
orbital gap = 8.0 eV
charge = +1
E_LUMO = -3.71 eV

```
121
C38H51ClF7INO21S ωB97M-V/def2-TZVPD
C 1.301 2.488 5.198
C 0.294 2.578 4.339
C -0.860 2.862 3.206
C -0.082 3.278 1.853
C -0.657 4.585 1.103
C -0.924 4.406 -0.473
N -2.349 4.078 -0.936
C -2.434 2.858 -1.849
C -2.661 3.135 -3.442
C -2.222 4.614 -3.903
O -1.107 4.895 -4.454
Cl -3.365 6.069 -3.702
S -3.930 1.752 -1.478
O -3.720 0.921 -0.210
O -4.013 0.724 -2.612
C -5.551 2.680 -1.504
F -5.235 4.052 -1.888
F -6.413 2.041 -2.469
C -6.317 2.760 -0.092
F -6.525 1.466 0.522
F -5.505 3.626 0.753
C -7.783 3.454 -0.155
F -8.003 4.281 1.009
F -8.063 4.129 -1.374
F -8.743 2.371 -0.076
C -1.064 2.054 -1.417
C -0.627 0.788 -2.338
C -0.500 -0.489 -1.330
C -0.535 -1.918 -2.082
C -0.082 3.340 -1.334
C 1.492 3.139 -1.073
C 2.332 4.515 -0.925
C 3.907 4.125 -1.194
I 1.787 6.067 -2.360
H 2.277 2.464 5.819
H -1.387 1.838 3.053
H -1.592 3.647 3.608
H 1.006 3.542 2.177
H 0.006 2.339 1.202
H 0.001 5.495 1.374
H -1.696 4.810 1.589
H -0.793 5.498 -0.859
H -2.917 3.805 -0.107
H -2.817 4.951 -1.239
H -3.777 3.022 -3.755
H -2.069 2.386 -4.096
H -1.242 1.621 -0.368
H -1.382 0.565 -3.185
H 0.388 1.003 -2.836
H 0.471 -0.315 -0.730
H -1.381 -0.506 -0.567
H -1.654 -2.235 -2.149
H -0.033 -1.929 -3.113
H -0.037 -2.683 -1.363
H -0.087 3.700 -2.445
H 1.723 2.525 -0.109
H 1.924 2.525 -1.944
H 2.288 4.896 0.174
H 4.556 4.266 -0.248
H 4.319 4.726 -2.101
H 4.003 3.005 -1.499
C 2.130 8.985 2.858
C 1.338 8.674 1.626
O 2.001 7.536 1.096
C 2.651 6.935 2.131
O 3.174 5.854 2.067
O 2.632 7.714 3.246
H 1.517 9.418 3.650
H 2.973 9.651 2.657
H 0.300 8.406 1.851
H 1.343 9.496 0.908
C 3.838 -4.395 -0.494
C 3.444 -5.749 -0.995
O 2.212 -5.500 -1.661
C 2.208 -4.186 -2.016
O 1.390 -3.680 -2.741
O 3.247 -3.517 -1.445
H 4.920 -4.261 -0.461
H 3.422 -4.176 0.494
H 4.162 -6.153 -1.716
H 3.310 -6.469 -0.186
C 1.538 -1.807 5.565
C 1.431 -0.709 4.553
O 2.230 -1.183 3.478
C 2.277 -2.540 3.584
O 2.728 -3.270 2.743
O 1.745 -2.963 4.765
H 0.633 -1.909 6.167
H 2.396 -1.680 6.233
H 0.407 -0.565 4.195
H 1.810 0.240 4.927
C 0.291 -8.983 -0.359
C 0.815 -10.376 -0.196
O 2.213 -10.218 -0.381
C 2.511 -8.923 -0.088
O 3.627 -8.492 0.020
O 1.381 -8.179 0.069
H -0.593 -8.796 0.253
H 0.060 -8.741 -1.400
H 0.634 -10.778 0.805
H 0.401 -11.066 -0.935
C 3.785 -5.901 -5.655
C 2.373 -6.074 -5.191
O 2.295 -7.462 -4.901
C 3.563 -7.889 -4.649
O 3.839 -8.970 -4.208
O 4.479 -6.928 -4.961
H 4.190 -4.919 -5.402
H 3.896 -6.065 -6.731
H 2.160 -5.511 -4.278
H 1.646 -5.796 -5.956
C -2.374 -3.449 3.726
C -3.112 -2.399 4.496
O -2.469 -1.197 4.096
C -1.899 -1.432 2.882
O -1.413 -0.578 2.185
O -1.946 -2.754 2.564
H -3.009 -4.296 3.461
H -1.493 -3.819 4.261
H -4.169 -2.343 4.220
H -3.034 -2.541 5.575
```

Density functional theory data (ωB97M-V/def2-TZVPD) for a structure of composition C8H18ClEuIO2P.

## Properties
spin multiplicity = 7
orbital gap (spin up / spin down) = 8.2 / 1.7 eV
charge = +2
E_LUMO (spin up / spin down) = -7.06 / -12.24 eV
expectation value of S² = 12.023

```
32
C8H18ClEuIO2P ωB97M-V/def2-TZVPD
C -0.359 -2.722 2.399
I 0.852 -2.908 0.226
H 0.416 -2.199 2.985
H -0.049 -3.759 2.206
H -1.251 -2.798 3.047
Eu -0.115 1.974 0.700
P -1.082 1.239 -1.965
C -1.320 -0.505 -2.447
C -2.610 1.498 -0.936
H -1.747 3.157 -3.282
H -2.415 1.639 -3.959
H -0.692 2.053 -4.191
C -1.538 2.103 -3.497
H -2.500 2.306 -0.180
H -3.411 1.793 -1.626
H -2.088 -0.557 -3.228
H -1.610 -1.117 -1.587
H -2.891 0.571 -0.417
H -0.367 -0.892 -2.826
C -0.671 -1.916 1.223
O -1.419 -0.990 0.985
Cl -1.196 3.796 2.084
C 3.068 -0.885 2.501
C 2.269 -0.023 1.584
C 2.839 0.440 0.285
O 1.092 0.333 1.887
H 4.099 -0.503 2.585
H 3.115 -1.920 2.120
H 2.601 -0.892 3.494
H 2.109 0.317 -0.539
H 3.138 1.502 0.345
H 3.731 -0.136 0.024
```

Number 1: total energy -3200.272715 Eh, maximum force 1.774 eV/Å. Number 2: total energy -3137.232357 Eh, maximum force 0.759 eV/Å. Number 3: total energy -3087.254712 Eh, maximum force 3.311 eV/Å. Number 4: total energy -206.708467 Eh, maximum force 3.813 eV/Å. Number 5: total energy -4967.933854 Eh, maximum force 9.131 eV/Å. Number 6: total energy -2274.909938 Eh, maximum force 5.290 eV/Å.